No. 1
This record from OMol25 describes a molecular structure, C51H70BrCl2F23IN3O22P at a distorted geometry. The level of theory is the ωB97M-V functional and the def2-TZVPD basis.

Geometry (Å):
I  1.0208  -0.6424  2.4670
Br  -4.3915  4.1791  0.3341
Cl  0.2347  2.2747  -4.9737
Cl  -0.8334  4.6875  -4.2662
P  -0.1859  7.0446  0.5110
F  -1.3839  -2.7595  -0.2243
F  -3.8776  -11.8919  10.7247
F  4.1992  -8.1131  -1.7280
F  7.4376  6.7356  -7.9725
F  -0.6633  -14.7570  -1.0502
F  -2.1256  -4.7763  0.1361
F  -1.4654  -4.1983  -1.8606
F  2.4641  -9.4297  -1.7858
F  -3.8242  11.7225  2.2253
F  -3.5180  -10.1930  9.4051
F  -1.8124  7.6036  -5.2161
F  -2.3936  -12.0396  9.1340
F  3.0108  -8.2688  -3.5494
F  1.1253  -13.5186  -0.9283
F  1.5296  -6.7215  4.2640
F  -2.6999  9.8759  1.9543
F  7.7533  8.7213  -7.1274
F  2.7357  -8.4965  3.8782
F  -4.5420  2.3129  -2.2737
F  2.3177  -7.8896  5.9287
F  7.3367  7.0328  -5.8148
F  -0.0761  -13.5220  -2.7486
F  -4.1838  10.0236  3.5450
O  -1.0196  6.5137  1.7889
O  -0.4982  8.7939  0.3749
O  -0.3208  -8.5055  5.7376
O  -1.0195  10.7349  4.0316
O  -2.1522  -12.4564  -0.4443
O  -0.2912  -11.2011  -0.9195
O  1.2120  -3.8043  -0.0081
O  5.6401  -10.1529  -3.0085
O  -0.7437  9.7292  -4.5788
O  0.3179  -5.9065  -0.2236
O  0.1943  -9.6866  3.8390
O  -4.8642  8.4097  -4.2912
O  1.4558  6.9829  0.9890
O  5.2489  8.7219  -8.1786
O  4.6196  7.3830  -6.4246
O  -0.7132  -11.1807  11.2114
O  3.6426  -11.1632  -3.5131
O  3.3073  7.3882  -1.2912
O  -3.9819  6.5076  -2.9118
O  -2.2947  -9.6110  11.7592
O  0.7299  7.5098  -2.8832
O  -2.6009  12.3045  4.5795
N  -2.1816  5.9619  -0.6892
N  -1.4991  8.2916  -2.7365
N  3.8161  5.9283  -3.1139
C  0.4875  -8.8423  4.6810
C  0.0074  4.5934  -1.4075
C  -1.3146  8.5709  -4.2111
C  -4.8862  4.6784  -5.3684
C  0.4855  4.3046  -2.9829
C  3.3916  10.1329  -7.5057
C  -2.1332  11.2264  3.8710
C  0.9921  2.7963  -3.3157
C  -0.4088  -8.1178  12.0857
C  -3.0479  2.0699  -4.1919
C  1.8961  -6.5367  1.5101
C  -2.8929  -11.1993  10.0828
C  -2.5635  4.6714  -0.4300
C  0.8043  1.4466  1.7775
C  1.7602  -7.9977  4.6875
C  -1.7064  12.8531  5.5599
C  -1.0942  2.9158  0.6449
C  -1.8270  -10.6892  11.0508
C  -0.9240  -9.8930  1.0251
C  -5.6229  6.1229  -5.1242
C  3.8687  9.0283  -8.4305
C  4.4122  -10.1419  -3.0154
C  -0.7150  13.7978  4.9060
C  5.4973  7.8700  -7.1319
C  -0.6957  6.1000  -1.1165
C  4.7766  -13.2333  -2.9457
C  0.2479  -4.5360  -0.2149
C  3.2478  6.1052  -1.6851
C  6.9945  7.5931  -7.0083
C  -1.5753  -9.1995  5.8203
C  -4.7832  7.0753  -4.0411
C  1.3743  4.2568  -0.6057
C  2.6232  2.6697  -3.6770
C  2.8245  4.7881  -0.8883
C  1.6140  -6.4748  0.0202
C  -1.2784  3.6756  -0.8306
C  3.5306  -8.9972  -2.5196
C  -1.9938  2.5108  -1.6694
C  -1.3914  -10.5541  6.4794
C  -3.1991  10.7162  2.9031
C  -0.9852  -10.0211  -0.4858
C  -1.1707  -4.0686  -0.5349
C  4.3556  -12.2862  -4.0542
C  -3.2064  2.8719  -2.7253
C  -0.3188  1.4465  0.5663
C  -0.1600  -13.5368  -1.3869
C  -0.9967  -12.3762  -0.8519
C  -3.2441  7.0113  -0.4387
C  -1.4002  -9.0625  12.7396
C  -0.4390  7.2971  -2.2162
C  -4.4274  7.0548  -1.6243
H  1.8933  7.8848  1.0573
H  1.1398  4.4761  0.5479
H  3.2454  8.1306  -8.3440
H  -1.3106  1.7262  -2.2149
H  -6.7421  5.9741  -4.8023
H  -2.1427  2.6019  1.1242
H  -2.0189  -10.0175  -0.8508
H  3.2488  2.2591  -2.7519
H  -0.0845  14.2786  5.6587
H  -2.3210  13.4067  6.2771
H  3.8023  9.3668  -9.4695
H  -2.8280  8.1319  -0.4841
H  4.0395  11.0109  -7.5890
H  -0.4788  -9.1667  -0.9463
H  -2.5990  1.8510  -0.8700
H  -5.3593  4.1513  -6.3076
H  -1.2226  9.1956  -2.2505
H  -2.0394  -9.2902  4.8314
H  2.8464  -7.0415  1.7033
H  5.4845  -12.7522  -2.2634
H  -2.0148  -8.5088  13.4568
H  -0.7496  -11.2029  5.8750
H  2.3661  10.4244  -7.7480
H  3.4228  9.8125  -6.4595
H  3.0620  3.6416  -4.1527
H  -1.0622  0.5548  0.8085
H  1.3623  5.0226  -3.3268
H  -2.8016  2.8230  -5.0781
H  -2.3553  -11.0515  6.6169
H  0.2218  -7.6369  12.8384
H  -3.7193  6.9673  0.6562
H  1.9420  -5.5331  1.9448
H  3.4869  3.9086  -1.3640
H  -0.0685  13.2652  4.2012
H  -0.8934  -9.8586  13.2973
H  1.4710  3.0630  -0.6206
H  -4.0474  1.5319  -4.5186
H  -0.6254  3.6368  1.4681
H  0.2377  -8.6503  11.3810
H  3.3717  4.9130  0.1757
H  3.3277  6.5764  -3.7798
H  -1.4460  -10.7223  1.5128
H  5.2487  -14.1282  -3.3600
H  2.7626  1.8227  -4.5089
H  0.1136  -9.9223  1.3719
H  1.0968  -7.0727  2.0310
H  2.3927  -5.9206  -0.5165
H  -1.2390  14.5706  4.3353
H  -5.3807  6.4156  -1.3022
H  -2.2411  1.1937  -4.1112
H  -0.9328  -7.3449  11.5151
H  -4.8264  8.1759  -1.6923
H  0.2430  1.2696  -0.4465
H  3.6694  -12.8010  -4.7344
H  -5.6293  6.6758  -6.1798
H  -1.1996  12.0569  6.1175
H  -3.2856  3.9997  -3.0209
H  -1.2137  9.0159  1.0696
H  -3.7259  4.7413  -5.5477
H  4.8354  6.1954  -3.0239
H  0.5520  2.1639  2.6681
H  5.2132  -11.9556  -4.6515
H  -1.3813  -8.9555  1.3527
H  1.5994  -7.4891  -0.3918
H  -2.2408  -8.5821  6.4323
H  0.8253  1.9972  -2.4736
H  3.9112  -13.5332  -2.3467
H  1.8471  1.7436  1.2947
H  -5.1321  3.9819  -4.4324
H  -0.9058  -10.4449  7.4540

The calculation puts the relative energy (zero: lowest compared OMol25 entry of this formula, charge and spin) at 17.217 eV. The HOMO energy is -11.42 eV. The net charge is +1.

---

No. 2
This record from OMol25 describes a molecular structure, C36H81B3Cl2NO16P at a distorted geometry. The level of theory is the ωB97M-V functional and the def2-TZVPD basis.

Geometry (Å):
Cl  -2.6125  -7.7142  3.7769
Cl  0.2287  -8.3030  2.5906
P  -1.3401  -1.6083  3.6122
O  -1.1736  5.4700  -3.4506
O  -3.5187  -5.2603  2.4518
O  1.3816  7.1635  -2.0353
O  6.1649  1.0932  -8.2571
O  4.3674  3.1983  7.1617
O  5.4559  0.6607  8.4524
O  -0.6716  8.4511  -3.8862
O  -0.8782  0.2922  -4.8190
O  -3.4407  -2.9195  2.0262
O  -1.4378  -4.1705  2.2429
O  3.5744  0.6619  -6.7122
O  -2.1171  -1.1334  -2.0243
O  -10.7976  -1.8634  4.6501
O  0.7253  -1.5954  -3.0254
O  3.9995  -0.3021  -9.9193
O  3.6874  0.0991  6.0139
N  -9.1891  -3.2760  3.8428
C  5.9306  -0.2923  -8.4474
C  2.7593  7.3565  -2.2634
C  5.0591  1.9685  -8.1218
C  0.2553  -0.6178  -2.1140
C  6.0477  1.4677  7.4487
C  -7.7271  -5.1536  3.1971
C  -0.3535  1.5504  -5.1798
C  -2.9144  -2.2434  -1.6772
C  -10.2893  -2.9869  4.6588
C  3.5997  0.0666  -5.4337
C  3.6346  -0.5346  7.2804
C  0.9988  -6.3914  4.2763
C  -0.0767  -0.8049  -5.2243
C  -0.0293  -6.6255  3.1907
C  -0.2319  7.3459  -4.6568
C  3.7302  4.1780  7.9511
C  -0.6979  8.3433  -2.4733
C  -6.7097  -4.2654  2.4413
C  -10.7983  -4.0337  5.6197
C  3.6431  0.1742  -11.1968
C  5.7113  2.9403  7.5272
C  5.3624  -0.6702  -9.7971
C  -0.9250  -1.0433  -1.2691
C  0.4774  0.4578  3.5036
C  -5.5001  -3.8320  3.3009
C  0.6579  8.3590  -1.8027
C  -0.0472  -1.8951  -4.1779
C  4.0656  0.3935  8.3941
C  4.3150  1.8652  -6.8091
C  -1.1765  6.1647  -4.6874
C  -9.1449  -4.5822  3.1473
C  4.1286  -0.7356  4.9684
C  -0.1908  -2.6175  4.6444
C  -0.1982  -0.5775  2.5792
C  -2.4469  5.0119  -3.0503
C  -1.4849  -6.3122  3.6997
B  -2.1744  -5.2329  2.7605
B  -4.1357  -4.0210  2.5714
B  -2.1464  -2.9725  2.4981
H  -2.3135  -3.1543  -1.5801
H  0.4529  -2.7564  -4.6276
H  4.2668  -1.4294  7.2934
H  4.3697  0.9041  -11.5703
H  -5.4635  -4.3897  4.2355
H  2.6581  4.0905  7.7805
H  0.7156  1.6227  -4.9532
H  -7.7110  -6.1698  2.8121
H  0.8681  -5.4171  4.7427
H  -7.2219  -3.3911  2.0504
H  6.3700  3.4814  6.8351
H  -3.6392  -2.3959  -2.4760
H  4.6114  0.0529  -5.0148
H  -1.4250  -5.9470  4.7212
H  -9.8078  -5.3038  3.6121
H  1.2211  9.2287  -2.1585
H  -0.5194  1.7488  -6.2446
H  -7.4663  -5.1775  4.2532
H  3.8443  -0.1163  9.3349
H  -1.2892  7.4859  -2.1472
H  0.0565  1.4484  3.3645
H  0.9442  -0.4793  -5.4355
H  -1.0571  -2.2133  -3.9128
H  -0.5024  -1.2149  -6.1497
H  -0.6907  -2.0014  -0.7894
H  -3.2075  5.7905  -3.1730
H  4.0524  5.1863  7.6688
H  -9.1990  -2.5426  3.1454
H  5.4385  -1.7599  -9.9085
H  1.5438  0.5377  3.3077
H  2.5972  -0.8413  7.4722
H  0.3736  0.1552  4.5418
H  -2.7423  4.1206  -3.6151
H  4.3758  1.8853  -8.9691
H  -5.6126  -2.7820  3.5644
H  2.9288  0.5921  -4.7451
H  3.9255  4.0215  9.0173
H  5.0184  -1.3072  5.2535
H  1.9953  -6.4401  3.8442
H  1.0909  -0.4524  -1.4284
H  3.6163  2.7101  -6.7415
H  0.5838  -1.1697  2.1050
H  0.3602  -3.3170  4.0158
H  -0.7897  -3.2067  5.3347
H  -0.7784  -0.0912  1.8016
H  -6.3788  -4.8359  1.5732
H  -10.3034  -4.9959  5.5449
H  -9.4615  -4.4588  2.1122
H  0.9413  -7.1627  5.0400
H  0.7739  7.0333  -4.3698
H  3.3351  -1.4270  4.6585
H  5.4945  2.9702  -8.1591
H  -2.3904  4.7527  -1.9940
H  7.1227  1.3800  7.6237
H  2.6766  0.6679  -11.1056
H  5.9134  3.2985  8.5426
H  -1.0827  -0.2946  -0.4809
H  0.1804  -6.0189  2.3174
H  3.2600  -0.9625  -5.5418
H  6.9210  -0.7490  -8.3810
H  -1.2243  9.2406  -2.1388
H  5.8534  1.0723  6.4500
H  3.4805  1.3149  8.3824
H  -0.8748  2.3079  -4.5948
H  5.9635  -0.2005  -10.5835
H  -11.8587  -4.1605  5.4220
H  2.9376  8.1802  -2.9631
H  0.5007  -1.9811  5.1840
H  -10.6758  -3.6639  6.6324
H  0.0594  0.3336  -2.6122
H  4.3886  -0.0987  4.1238
H  0.5057  8.4679  -0.7207
H  5.3287  -0.7114  -7.6391
H  -0.1696  7.7299  -5.6780
H  3.5522  -0.6467  -11.9169
H  3.1507  6.4401  -2.7033
H  -2.1837  6.5146  -4.9379
H  5.0318  1.9471  -5.9846
H  -3.4455  -2.0541  -0.7377
H  -0.8443  5.4734  -5.4736
H  3.2930  7.5557  -1.3274

The HOMO energy is -8.53 eV.

---

No. 3
This record from OMol25 describes a molecular structure, C34H42BaGe2N2O3 at a distorted geometry. The level of theory is the ωB97M-V functional and the def2-TZVPD basis.

Geometry (Å):
Ba  -1.3679  -1.0401  -1.5206
Ge  1.2708  -2.7715  -1.7750
Ge  1.0717  -0.0376  1.2354
O  -2.8426  -0.2838  -3.5314
O  -0.9001  0.8528  -3.4953
O  -0.7104  -0.5890  0.8430
N  -2.3231  1.3686  -1.0253
N  -2.6362  1.9267  0.0754
C  -3.8907  2.9959  2.1854
C  -2.7714  1.8213  -2.2204
C  -1.7212  0.0125  1.6030
C  5.4720  -2.1972  2.7884
C  3.6915  -1.1258  1.5424
C  2.0757  2.6922  0.5482
C  -2.4281  1.1818  1.2804
C  2.8661  -1.3819  -3.8196
C  2.5133  -1.2330  0.6269
C  -2.7797  1.8303  -4.7099
C  -4.0949  3.4518  -3.4624
C  -3.4585  1.0438  3.5527
C  -0.1180  2.0471  -3.4490
C  1.2992  -1.2804  3.8828
C  -4.2760  1.6043  4.5627
C  -2.8519  -0.2192  3.7383
C  -2.7148  -1.0319  -4.7372
C  1.0936  0.0659  3.1938
C  4.3787  -2.2764  1.9429
C  4.1261  0.0996  2.0439
C  -4.6612  3.5230  3.1839
C  2.5826  -2.0649  -0.4256
C  -2.0059  -0.6992  2.7930
C  1.4140  -4.6854  -1.1765
C  -3.6061  2.8921  -4.6834
C  -2.3294  1.1218  -3.4929
C  0.9915  1.6578  0.2520
C  -3.6587  2.9284  -2.2925
C  2.5136  -2.7908  -3.3473
C  0.7646  -4.9558  0.1770
C  -3.2543  1.7365  2.3371
C  5.2206  0.1824  2.8952
C  5.8997  -0.9650  3.2698
C  -4.8663  2.8219  4.3886
H  3.6226  1.0176  1.7580
H  -3.0573  -0.7801  4.6415
H  2.4761  -4.9502  -1.1480
H  1.2084  -4.3336  0.9600
H  2.0373  -3.3516  -4.1570
H  1.0239  1.3935  -0.8109
H  0.1666  0.5360  3.5260
H  6.7508  -0.9039  3.9353
H  -2.9406  -2.0668  -4.4815
H  -3.7439  3.5335  1.2627
H  -3.9044  3.3431  -5.6231
H  3.4199  -3.3427  -3.0767
H  0.9600  -5.3120  -1.9500
H  2.1081  2.9543  1.6079
H  -0.3903  2.7080  -4.2726
H  -0.2636  2.5746  -2.5050
H  -5.4873  3.2515  5.1638
H  3.5708  -2.5306  -0.5322
H  -3.4368  -0.6806  -5.4739
H  5.9861  -3.1030  3.0840
H  -1.4975  -1.6473  2.9146
H  -5.1236  4.4920  3.0450
H  5.5419  1.1503  3.2593
H  3.5266  -1.3700  -4.6912
H  1.8958  0.7528  3.4662
H  1.9648  -0.8216  -4.0910
H  0.0026  2.0821  0.4357
H  -0.3054  -4.7231  0.1620
H  3.3639  -0.8144  -3.0279
H  0.9204  1.7380  -3.5524
H  1.8907  3.6141  -0.0061
H  -4.4189  1.0444  5.4793
H  -3.9828  3.3398  -1.3454
H  -1.7050  -0.9692  -5.1492
H  2.2749  -1.7058  3.6486
H  0.8591  -5.9973  0.4967
H  -4.7851  4.2830  -3.4873
H  4.0287  -3.2410  1.5957
H  0.5464  -2.0127  3.5826
H  -2.3864  1.4559  -5.6476
H  1.2375  -1.1735  4.9672
H  3.0670  2.3363  0.2590

The calculation puts the relative energy (zero: lowest compared OMol25 entry of this formula, charge and spin) at 0.735 eV. The HOMO energy is -6.78 eV.

---

Number 1: LUMO energy -4.4 eV. Number 2: LUMO energy 0.2 eV. Number 3: LUMO energy -0.4 eV.